{"formula": "C5H9N", "method": "ωB97M-V/def2-TZVPD", "e_lumo_ev": 1.0, "relative_energy_ev": 1.0634, "energy_ev": -6819.932, "species": ["H", "N", "C", "C", "C", "C", "C", "H", "H", "H", "H", "H", "H", "H", "H"], "positions_angstrom": [[-0.09471, 0.14558, -2.33021], [0.89664, 0.14012, -2.10001], [0.79421, 0.29096, -0.85036], [1.78679, 0.31480, 0.27425], [0.61773, -0.09614, 1.20082], [-0.41819, 0.32086, 0.12763], [-1.65598, -0.56341, -0.08274], [2.65231, -0.34486, 0.19318], [2.12490, 1.34056, 0.45364], [0.56384, 0.40426, 2.16590], [0.59140, -1.18072, 1.34427], [-0.75175, 1.35891, 0.29133], [-2.31801, -0.57014, 0.79820], [-2.26902, -0.21927, -0.92486], [-1.37147, -1.60309, -0.27765]], "atomic_forces_ev_per_a": [[-0.144, -0.174, -1.192], [-0.525, 0.120, 0.776], [-0.350, 0.049, 0.093], [0.141, 0.011, 0.068], [0.030, -0.070, 0.410], [0.003, -0.012, 0.028], [0.153, 0.008, -0.122], [-0.092, 0.071, -0.010], [-0.008, -0.120, 0.068], [-0.046, -0.063, 0.021], [0.029, 0.131, 0.047], [0.264, -0.196, -0.073], [0.353, 0.143, -0.184], [0.165, -0.031, 0.082], [0.026, 0.133, -0.012]]}

***

{"formula": "C6H13BeO4", "method": "ωB97M-V/def2-TZVPD", "e_lumo_ev": [0.7, -0.2], "relative_energy_ev": 0.0000, "spin_multiplicity": 2, "energy_ev": -15021.134, "species": ["C", "O", "C", "H", "H", "H", "H", "H", "H", "O", "C", "C", "O", "C", "C", "O", "Be", "H", "H", "H", "H", "H", "H", "H"], "positions_angstrom": [[-1.65107, -1.45959, 0.30018], [-1.40040, -0.59793, 1.37817], [-2.20801, -0.82455, 2.50049], [-2.66959, -1.29260, -0.09136], [-0.86066, -1.23223, -0.49908], [-1.51580, -2.52103, 0.57285], [-1.82623, -0.18132, 3.30328], [-2.13901, -1.87238, 2.84459], [-3.26521, -0.60856, 2.25535], [-1.15667, 0.09665, -1.70351], [-0.22230, 0.16146, -2.73148], [1.17546, 0.13011, -2.16729], [1.26379, 0.96723, -1.07574], [2.36819, 0.86369, -0.16611], [1.86957, 1.43242, 1.16402], [0.62616, 0.91396, 1.50818], [-0.14466, 0.65983, -0.18211], [-0.35330, 1.06793, -3.36778], [-0.30670, -0.70017, -3.42651], [2.07327, 0.04282, -2.78678], [3.23088, 1.41675, -0.56502], [2.62716, -0.20126, -0.06373], [1.84297, 2.53817, 1.07734], [2.64216, 1.20061, 1.92204]], "atomic_forces_ev_per_a": [[0.783, -1.034, -0.481], [0.160, -0.016, -0.291], [-0.233, -0.019, 0.260], [0.454, -0.121, -0.201], [-1.636, -0.808, 1.242], [-0.249, 0.188, 0.239], [-0.301, -0.059, -0.266], [0.032, 0.226, -0.203], [0.282, 0.019, 0.281], [1.822, 2.002, 1.685], [0.383, -0.230, -0.289], [-0.045, -0.081, -1.352], [-1.001, 0.110, 0.575], [1.103, -0.198, 0.650], [0.282, 0.405, 0.172], [-0.822, -0.161, -3.543], [-0.353, -0.342, 1.057], [0.115, -0.141, 0.174], [-0.048, 0.233, 0.212], [-0.173, 0.059, 0.323], [-0.289, -0.124, -0.013], [-0.137, 0.257, -0.060], [0.061, -0.177, -0.010], [-0.187, 0.013, -0.162]]}

***

{"formula": "C4H12N2O", "method": "ωB97M-V/def2-TZVPD", "e_lumo_ev": 0.9, "relative_energy_ev": 3.7658, "energy_ev": -9367.428, "species": ["C", "C", "C", "O", "N", "C", "N", "H", "H", "H", "H", "H", "H", "H", "H", "H", "H", "H", "H"], "positions_angstrom": [[-0.30010, -0.02970, -2.05760], [-0.09423, -0.56118, -0.65701], [-1.45459, -0.77793, -0.00156], [-2.21375, -1.66840, -0.78016], [0.77224, 0.41211, 0.07944], [1.85287, 0.97582, 1.02215], [1.28174, 1.48747, 2.35023], [0.76434, 0.05507, -2.43635], [-0.58068, 1.03823, -1.98087], [-0.91974, -0.56269, -2.74565], [0.25759, -1.60081, -0.65361], [-1.17592, -1.21712, 1.02540], [-1.87908, 0.17922, 0.16536], [-1.56021, -1.96041, -1.43287], [0.17692, 1.32004, 0.03668], [2.43777, 1.77899, 0.62243], [2.72678, 0.13624, 1.06271], [1.72732, 2.36485, 2.55774], [1.33335, 0.87648, 3.17683]], "atomic_forces_ev_per_a": [[3.061, 1.643, -0.107], [0.305, -0.604, 1.065], [1.950, -0.927, 2.336], [0.244, 0.164, -0.156], [-1.453, 4.898, 0.415], [0.541, -4.649, 1.303], [0.623, -1.067, -1.603], [-1.231, -0.287, -0.222], [-0.418, -0.563, -0.096], [-0.433, -0.377, -0.252], [0.970, 0.317, -0.218], [-0.875, 0.479, -1.182], [-1.127, 0.823, -0.004], [-0.713, -0.395, -0.058], [1.037, -2.092, -0.151], [-0.528, 0.763, -0.845], [-2.176, 1.562, 0.546], [0.111, 0.144, 0.187], [0.110, 0.168, -0.957]]}

***

{"formula": "C36H55MnP3Si", "method": "ωB97M-V/def2-TZVPD", "total_charge": 1, "e_lumo_ev": [-3.3, -2.3], "spin_multiplicity": 5, "energy_ev": -105282.114, "species": ["Mn", "C", "C", "C", "P", "C", "C", "C", "C", "C", "C", "C", "C", "C", "Si", "C", "C", "C", "C", "C", "C", "P", "C", "C", "C", "C", "C", "C", "C", "C", "C", "C", "C", "C", "P", "C", "C", "C", "C", "C", "C", "H", "H", "H", "H", "H", "H", "H", "H", "H", "H", "H", "H", "H", "H", "H", "H", "H", "H", "H", "H", "H", "H", "H", "H", "H", "H", "H", "H", "H", "H", "H", "H", "H", "H", "H", "H", "H", "H", "H", "H", "H", "H", "H", "H", "H", "H", "H", "H", "H", "H", "H", "H", "H", "H", "H"], "positions_angstrom": [[0.00000, 0.00000, 0.00000], [-3.70220, 2.67300, 0.27720], [-3.09890, 2.16720, 1.60030], [-3.34660, 3.26390, 2.63300], [-1.36710, 1.55700, 1.31540], [-0.77470, 0.76680, 2.84990], [-1.00780, 1.44470, 4.18820], [-1.31890, -0.66900, 2.93020], [-0.45670, 3.07560, 0.91040], [-0.32410, 4.16240, 1.78430], [0.29240, 5.34910, 1.38060], [0.79000, 5.47150, 0.09010], [0.69280, 4.39850, -0.79280], [0.08290, 3.19120, -0.39800], [0.12490, 1.71950, -1.48380], [-1.26080, 1.45670, -2.64290], [-1.43500, 2.37130, -3.70710], [-2.44630, 2.20520, -4.64880], [-3.30500, 1.12350, -4.54500], [-3.16570, 0.21610, -3.49140], [-2.16750, 0.35820, -2.51460], [-2.02990, -0.80710, -1.08440], [-3.69920, -1.58240, -0.73540], [-4.20260, -2.69140, -1.66350], [-4.81570, -0.56920, -0.50010], [-1.12600, -2.27240, -1.83620], [-0.86700, -3.33360, -0.75820], [0.20350, -1.90660, -2.48890], [1.81520, 1.32550, -2.05140], [2.18450, 1.50580, -3.40060], [3.46100, 1.17500, -3.85140], [4.39000, 0.65100, -2.96480], [4.04600, 0.46330, -1.62530], [2.77010, 0.80140, -1.14070], [2.30780, 0.58370, 0.64530], [3.27290, -0.91600, 1.18910], [3.07050, -1.21070, 2.67760], [2.85490, -2.16040, 0.39930], [3.23030, 2.03350, 1.40600], [4.75370, 1.94130, 1.41700], [2.74330, 2.35320, 2.82110], [-4.77530, 2.86330, 0.39360], [-3.58690, 1.95900, -0.53850], [-3.23700, 3.61070, -0.04940], [-3.66690, 1.28860, 1.92400], [-2.99470, 4.24220, 2.29090], [-2.89810, 3.07110, 3.60400], [-4.42480, 3.37140, 2.80530], [0.30670, 0.66350, 2.75010], [-2.05670, 1.39100, 4.49470], [-0.68300, 2.48610, 4.19820], [-0.43460, 0.93310, 4.97130], [-2.41240, -0.68680, 3.00550], [-0.91660, -1.18800, 3.80770], [-1.03160, -1.25770, 2.05210], [-0.70950, 4.11660, 2.79620], [0.37560, 6.17930, 2.07660], [1.27080, 6.39330, -0.22510], [1.12910, 4.50320, -1.78520], [-0.77620, 3.23270, -3.81450], [-2.55990, 2.91940, -5.45940], [-4.09630, 0.98470, -5.27680], [-3.87690, -0.59560, -3.45740], [-3.53980, -2.07340, 0.23480], [-4.31010, -2.38280, -2.70270], [-5.18590, -3.04780, -1.33340], [-3.55340, -3.57020, -1.65150], [-4.99960, 0.06960, -1.36780], [-4.59050, 0.06560, 0.35610], [-5.75880, -1.07500, -0.26250], [-1.74890, -2.70560, -2.62500], [-0.27490, -2.93000, 0.06850], [-0.32230, -4.18700, -1.17720], [-1.79080, -3.72480, -0.32280], [0.89890, -1.47770, -1.76570], [0.07510, -1.20090, -3.31470], [0.68230, -2.79850, -2.90950], [1.47440, 1.89650, -4.12750], [3.72310, 1.31940, -4.89590], [5.38480, 0.38570, -3.31170], [4.80450, 0.04850, -0.96970], [4.34270, -0.76460, 1.02160], [2.00990, -1.27780, 2.94400], [3.53370, -0.44730, 3.30590], [3.54220, -2.16160, 2.95160], [1.80060, -2.39790, 0.56230], [3.44130, -3.03100, 0.71490], [3.01410, -2.04540, -0.67660], [2.96570, 2.90010, 0.78810], [5.11470, 1.10880, 2.02850], [5.18500, 2.85700, 1.83880], [5.17280, 1.83890, 0.41450], [3.01410, 1.58180, 3.54510], [1.66170, 2.47890, 2.86450], [3.18590, 3.29270, 3.17220], [0.53420, -1.64410, 0.00000]], "atomic_forces_ev_per_a": [[0.066, -2.189, 1.591], [0.077, -0.158, -0.290], [-0.469, 0.221, -0.264], [0.051, 0.319, 0.450], [-0.379, 0.691, 0.163], [0.061, -0.244, 1.199], [0.039, 0.195, 0.573], [-0.143, -0.166, -0.229], [0.444, 0.922, 0.063], [0.050, 0.282, -0.118], [-0.098, -0.237, 0.041], [0.042, -0.112, -0.088], [-0.116, -0.122, 0.468], [0.044, 1.313, 0.348], [-0.383, -0.320, 0.625], [-1.091, 0.156, -1.127], [-0.173, -0.548, 0.095], [0.108, 0.089, 0.055], [0.078, -0.172, 0.235], [0.056, 0.314, -0.077], [-0.292, 0.584, -0.594], [0.925, -0.826, -2.052], [-0.491, -0.101, 0.682], [0.334, -0.427, -0.346], [-0.120, 0.381, 0.169], [0.162, -0.442, -0.055], [-0.534, -0.683, 0.121], [-0.092, 0.322, -0.616], [1.194, 0.199, -0.968], [0.366, -0.253, 0.190], [-0.262, 0.050, 0.007], [-0.110, -0.023, 0.290], [-0.125, 0.163, -0.109], [0.330, -0.129, -0.469], [1.132, 0.030, -1.152], [-0.352, -0.758, 0.038], [0.125, 0.281, 0.333], [0.402, -0.425, -0.133], [-0.353, 0.477, 0.506], [0.262, -0.292, -0.272], [-0.226, 0.068, 0.286], [0.172, -0.023, 0.081], [0.032, -0.021, -0.039], [0.026, -0.133, 0.168], [0.122, -0.128, -0.053], [0.027, -0.186, -0.065], [0.013, -0.006, -0.022], [0.131, -0.105, -0.140], [0.145, 0.149, -0.298], [0.106, 0.064, -0.093], [-0.084, -0.012, 0.011], [-0.053, 0.009, -0.146], [0.096, 0.033, 0.013], [-0.056, 0.180, -0.075], [-0.054, -0.021, 0.041], [0.004, -0.092, -0.087], [-0.010, -0.140, -0.075], [-0.080, -0.107, 0.041], [-0.112, -0.113, 0.116], [-0.029, -0.167, 0.130], [0.006, -0.083, 0.118], [0.120, -0.023, 0.123], [0.053, -0.078, 0.151], [0.191, 0.101, -0.048], [-0.011, 0.037, 0.032], [0.163, 0.269, 0.094], [0.006, 0.145, -0.050], [0.055, -0.038, 0.059], [0.015, 0.131, -0.071], [0.236, -0.066, -0.101], [-0.147, 0.104, 0.124], [-0.294, -0.337, -0.351], [-0.106, 0.124, -0.079], [-0.045, -0.047, -0.083], [0.091, -0.027, -0.119], [-0.005, 0.019, 0.054], [-0.130, 0.033, 0.156], [-0.004, -0.054, 0.212], [-0.034, -0.009, 0.145], [-0.143, 0.009, 0.085], [-0.161, -0.009, 0.038], [-0.126, 0.323, -0.097], [0.049, -0.018, -0.079], [-0.096, -0.021, 0.023], [-0.109, 0.118, -0.184], [0.519, 0.000, 0.054], [0.137, 0.226, 0.070], [-0.105, 0.037, 0.048], [-0.189, -0.221, -0.154], [-0.067, 0.070, -0.033], [-0.240, -0.100, -0.021], [-0.037, -0.053, 0.041], [0.042, 0.012, -0.078], [-0.046, 0.018, -0.037], [-0.011, -0.143, -0.117], [-0.515, 1.942, 0.998]]}